The following is a quantum chemistry calculation of an isolated molecule of C5H10O2, from OMol25.

Geometry (Å):
C: 2.601 -0.283 0.397
O: 1.443 0.286 -0.162
C: 0.298 -0.474 0.103
C: -0.908 0.172 -0.585
C: -2.218 -0.508 -0.285
C: -0.901 1.723 0.459
O: -1.208 1.861 -0.791
H: 2.516 -0.377 1.491
H: 3.434 0.381 0.159
H: 2.803 -1.281 -0.024
H: 0.120 -0.579 1.183
H: 0.395 -1.486 -0.339
H: -0.667 0.151 -1.657
H: -3.041 0.076 -0.701
H: -2.223 -1.497 -0.761
H: -2.368 -0.616 0.791
H: -0.076 2.453 0.724

## Properties
HOMO level = -7.498 eV
gap between HOMO and LUMO = 8.34 eV
LUMO level = 0.839 eV
energy = -346.77900 Eh
spin multiplicity = 1

Mulliken analysis output, partial charges in e: atom 1 (C): -0.73, atom 2 (O): -0.27, atom 3 (C): -0.90, atom 4 (C): 0.75, atom 5 (C): -1.48, atom 6 (C): -0.26, atom 7 (O): -0.34, atom 8 (H): 0.30, atom 9 (H): 0.25, atom 10 (H): 0.30, atom 11 (H): 0.40, atom 12 (H): 0.46, atom 13 (H): 0.25, atom 14 (H): 0.39, atom 15 (H): 0.40, atom 16 (H): 0.34, atom 17 (H): 0.13

---

The following is a quantum chemistry calculation of a structure of composition C33H30MnN3O3PS, from OMol25.

Geometry (Å):
Mn: 1.149 0.044 0.947
C: -4.015 -1.970 -0.758
C: -2.825 -2.240 -1.636
C: -3.002 -2.925 -2.834
C: -1.944 -3.180 -3.693
C: -0.669 -2.745 -3.371
C: -0.475 -2.059 -2.182
C: -1.530 -1.810 -1.305
P: -1.083 -0.907 0.205
C: -2.281 0.463 0.354
C: -2.130 1.395 -0.678
C: -2.905 2.540 -0.742
C: -3.837 2.775 0.257
C: -3.989 1.859 1.285
C: -3.233 0.688 1.360
C: -3.498 -0.256 2.503
C: -1.105 -2.063 1.593
C: -1.576 -3.371 1.484
C: -1.369 -4.276 2.510
C: -0.674 -3.868 3.645
C: -0.202 -2.572 3.756
C: -0.408 -1.628 2.742
C: 0.124 -0.243 2.825
H: -4.845 -2.620 -1.031
H: -4.347 -0.934 -0.859
H: -3.787 -2.137 0.294
H: -3.997 -3.264 -3.097
H: -2.120 -3.715 -4.617
H: 0.162 -2.925 -4.039
H: 0.513 -1.686 -1.934
H: -1.387 1.216 -1.449
H: -2.773 3.241 -1.556
H: -4.450 3.666 0.234
H: -4.727 2.045 2.056
H: -4.372 0.077 3.061
H: -2.657 -0.305 3.196
H: -3.684 -1.274 2.164
H: -2.080 -3.690 0.580
H: -1.733 -5.291 2.423
H: -0.500 -4.571 4.450
H: 0.332 -2.269 4.648
H: 0.696 -0.099 3.743
H: -0.696 0.485 2.840
N: 0.941 7.209 -1.245
C: 1.051 6.107 -0.944
C: 1.145 4.723 -0.555
C: 2.010 3.857 -1.206
C: 2.033 2.538 -0.788
N: 1.277 2.072 0.208
C: 0.448 2.924 0.835
C: 0.346 4.252 0.485
H: 2.683 4.159 -1.997
H: 2.701 1.847 -1.283
H: -0.155 2.511 1.635
H: -0.335 4.906 1.010
N: 2.597 -1.664 0.789
C: 3.527 -0.888 0.003
C: 4.283 0.095 0.630
C: 5.034 0.974 -0.139
C: 5.016 0.882 -1.522
C: 4.312 -0.145 -2.138
C: 3.560 -1.030 -1.380
S: 5.680 2.208 -2.533
O: 6.596 2.914 -1.668
O: 4.442 2.947 -2.816
O: 6.249 1.547 -3.686
H: 2.985 -1.956 1.679
H: 2.268 -2.486 0.296
H: 4.277 0.179 1.713
H: 5.615 1.764 0.320
H: 4.341 -0.220 -3.218
H: 3.003 -1.831 -1.856

## Properties
HOMO level (spin up / spin down) = -8.233 / -8.246 eV
gap between HOMO and LUMO (spin up / spin down) = 7.38 / 7.21 eV
LUMO level (spin up / spin down) = -0.856 / -1.034 eV
energy = -3556.05956 Eh
spin multiplicity = 6

Mulliken analysis output, partial charges in e: atom 1 (Mn): 0.42, atom 2 (C): -1.23, atom 3 (C): 0.97, atom 4 (C): -0.85, atom 5 (C): -0.72, atom 6 (C): -0.65, atom 7 (C): -1.14, atom 8 (C): 0.86, atom 9 (P): 1.84, atom 10 (C): 0.92, atom 11 (C): -0.98, atom 12 (C): -0.81, atom 13 (C): -0.79, atom 14 (C): -0.95, atom 15 (C): 1.32, atom 16 (C): -1.10, atom 17 (C): 0.84, atom 18 (C): -1.00, atom 19 (C): -0.83, atom 20 (C): -0.75, atom 21 (C): -1.04, atom 22 (C): 0.92, atom 23 (C): -1.67, atom 24 (H): 0.51, atom 25 (H): 0.24, atom 26 (H): -0.02, atom 27 (H): 0.44, atom 28 (H): 0.40, atom 29 (H): 0.47, atom 30 (H): 0.33, atom 31 (H): 0.47, atom 32 (H): 0.47, atom 33 (H): 0.40, atom 34 (H): 0.40, atom 35 (H): 0.49, atom 36 (H): 0.17, atom 37 (H): 0.20, atom 38 (H): 0.37, atom 39 (H): 0.45, atom 40 (H): 0.39, atom 41 (H): 0.44, atom 42 (H): 0.67, atom 43 (H): 0.15, atom 44 (N): -0.46, atom 45 (C): -0.21, atom 46 (C): 0.79, atom 47 (C): -0.73, atom 48 (C): -0.69, atom 49 (N): 0.01, atom 50 (C): -0.27, atom 51 (C): -0.62, atom 52 (H): 0.76, atom 53 (H): 0.50, atom 54 (H): 0.23, atom 55 (H): 0.55, atom 56 (N): -0.49, atom 57 (C): 0.56, atom 58 (C): -0.44, atom 59 (C): -0.43, atom 60 (C): -0.50, atom 61 (C): -0.68, atom 62 (C): -0.43, atom 63 (S): 1.28, atom 64 (O): -0.72, atom 65 (O): -0.65, atom 66 (O): -0.68, atom 67 (H): 0.22, atom 68 (H): 0.27, atom 69 (H): 0.41, atom 70 (H): 0.52, atom 71 (H): 0.46, atom 72 (H): 0.40

---

The following is a quantum chemistry calculation of an isolated molecule of C2H4Cl2O, from OMol25.

Geometry (Å):
C: -0.576 0.041 0.816
C: 0.195 0.164 -0.636
O: 0.550 -1.062 -1.177
Cl: -0.762 1.672 1.445
Cl: 1.606 1.280 -0.636
H: -1.557 -0.247 0.527
H: -0.028 -0.663 1.547
H: -0.668 0.302 -1.270
H: 1.240 -1.486 -0.615

## Properties
HOMO level = -10.440 eV
gap between HOMO and LUMO = 11.15 eV
LUMO level = 0.712 eV
energy = -1074.20096 Eh
spin multiplicity = 1

Mulliken analysis output, partial charges in e: atom 1 (C): -0.31, atom 2 (C): -0.12, atom 3 (O): -0.46, atom 4 (Cl): -0.17, atom 5 (Cl): -0.17, atom 6 (H): 0.28, atom 7 (H): 0.27, atom 8 (H): 0.33, atom 9 (H): 0.33

---

The following is a quantum chemistry calculation of an isolated molecule of C3H9N, from OMol25.

Geometry (Å):
C: -0.457 1.561 0.994
C: -0.272 0.562 -0.183
N: 0.382 -0.659 0.276
C: 0.690 -1.578 -0.840
H: -0.134 1.082 1.919
H: -1.502 1.837 1.031
H: 0.198 2.420 0.922
H: 0.314 1.048 -0.961
H: -1.269 0.362 -0.606
H: -0.277 -1.151 0.877
H: 0.609 -1.083 -1.807
H: 1.704 -1.963 -0.756
H: 0.014 -2.438 -0.868

## Properties
HOMO level = -8.828 eV
gap between HOMO and LUMO = 10.08 eV
LUMO level = 1.255 eV
energy = -174.42822 Eh
spin multiplicity = 1

Mulliken analysis output, partial charges in e: atom 1 (C): -1.00, atom 2 (C): -0.35, atom 3 (N): -0.44, atom 4 (C): -0.77, atom 5 (H): 0.31, atom 6 (H): 0.28, atom 7 (H): 0.27, atom 8 (H): 0.36, atom 9 (H): 0.29, atom 10 (H): 0.24, atom 11 (H): 0.28, atom 12 (H): 0.26, atom 13 (H): 0.27

---

Q: Among the records above, which one has the highest spin multiplicity?
A: C33H30MnN3O3PS